37
Properties=species:S:1:pos:R:3:forces:R:3 method="wB97M-V/def2-TZVPD" total_energy_ha=-1321.40827 gap_ev="9.97 / 3.79" spin_multiplicity=2 lumo_energy_ev="-0.63 / -6.81" total_charge=0 s2=0.7544 homo_ev="-10.6 / -10.6"
F 3.108 0.213 -2.617 0.004 0.216 0.498
F -2.549 -0.382 -2.507 -0.515 -1.171 0.723
H 0.027 3.529 2.721 0.316 0.787 0.047
C 0.353 2.783 0.770 -2.981 0.638 2.314
H -0.251 1.171 3.162 0.702 -0.031 -0.102
C 1.560 -3.359 -1.048 -0.244 0.709 1.878
H -2.134 2.724 3.100 0.020 0.066 -0.088
F 2.264 0.394 -0.494 0.909 0.045 2.292
C -0.583 -2.734 -0.118 -0.612 2.002 2.957
O 0.470 -1.851 0.447 0.308 0.619 -0.387
H -2.344 2.411 1.354 -0.279 -0.100 0.048
C -1.620 2.521 2.160 -1.321 -0.737 -0.047
O 0.042 1.399 1.098 1.294 -1.001 0.122
H -0.909 -3.360 0.713 -0.278 0.056 0.126
F 0.899 0.378 -2.173 -1.145 -0.013 -0.108
C 1.728 -2.529 0.323 -0.532 -2.035 -1.197
H -1.348 -2.016 -0.413 -0.166 -0.452 -0.015
F 2.251 2.221 -1.896 -0.165 0.016 0.532
F -1.867 1.634 -2.161 0.196 2.574 -0.568
F -3.536 0.881 -0.783 0.438 -0.445 0.214
H -0.245 -3.106 -2.143 -0.218 0.212 0.011
H 1.809 -3.216 1.165 -0.060 -0.318 0.083
B -2.368 0.554 -1.501 -1.733 0.956 -2.630
H 2.631 -1.921 0.377 -0.560 0.626 -0.351
C 0.001 -3.508 -1.160 2.250 -1.079 -3.719
H 1.355 3.185 0.920 0.730 -1.190 -0.331
H 2.014 -4.346 -0.961 0.290 0.233 -0.150
B 2.155 0.834 -1.806 1.064 0.089 -2.823
H -1.603 0.436 2.246 1.076 -0.967 -0.981
H 1.969 -2.772 -1.870 0.014 -0.232 0.025
F -1.338 0.233 -0.670 1.840 -1.587 3.086
H -0.856 4.465 1.458 -0.139 -0.091 0.239
C -0.837 1.211 2.244 -1.613 1.890 -0.414
C -0.573 3.474 1.813 1.932 1.417 -0.399
Li 0.547 0.080 -0.214 -0.664 -1.293 -0.950
H 0.052 2.926 -0.267 0.008 -0.430 -0.632
H -0.274 -4.557 -1.270 -0.169 0.023 0.697

***

36
Properties=species:S:1:pos:R:3:forces:R:3 method="wB97M-V/def2-TZVPD" total_energy_ha=-1215.75804 gap_ev=3.18 spin_multiplicity=1 lumo_energy_ev=-1.33 total_charge=-1 e_above_lowest_kcal_mol=184.3 homo_ev=-4.5
C -3.040 2.151 3.349 -0.940 1.360 -1.297
H -1.709 -3.972 -6.949 0.105 0.560 -0.217
O -2.225 -3.128 -3.963 -3.156 -1.453 4.159
C -1.943 1.887 4.381 0.538 -0.981 0.368
C -4.171 1.711 1.179 1.266 -0.516 0.799
H 6.725 -4.176 1.174 -0.416 0.098 0.336
H -3.010 3.223 3.151 0.114 0.244 -0.084
H 7.029 -3.937 -0.480 0.095 -0.505 -0.424
F 1.865 3.526 -1.169 0.379 -0.729 2.465
H -3.235 -4.256 -6.226 -0.020 -0.222 0.860
C 0.551 1.883 4.330 0.178 -0.264 0.274
H -3.015 -2.706 -6.818 0.539 0.302 -0.361
Ba 0.151 -0.538 -0.166 0.695 0.156 -0.912
O -2.991 1.518 2.019 0.321 -0.723 1.079
H -4.306 0.810 0.580 0.233 -0.128 0.025
F 2.756 3.362 -3.238 0.340 0.289 0.060
H -3.931 2.521 0.491 -0.664 0.346 0.264
H -4.039 1.995 3.755 0.044 -0.386 0.346
H 5.951 -5.272 0.059 -0.369 0.251 -0.293
O -0.765 -2.284 -5.254 0.620 0.528 -1.338
H -2.108 0.990 4.977 -0.297 -0.442 -0.076
H 0.782 2.792 4.884 -0.832 0.265 0.234
C -2.458 -3.497 -6.316 -1.023 -0.762 -0.885
C 6.231 -4.229 0.203 2.133 0.544 -0.060
F 0.549 3.371 -2.925 -2.628 -1.637 -0.791
H 1.370 1.876 3.611 -0.588 0.015 -0.821
C 5.142 -3.209 0.015 -2.504 -1.501 0.139
C -1.816 -2.945 -5.076 2.992 1.296 -1.535
O 4.366 -3.071 0.976 -0.785 0.581 2.955
H -1.820 2.669 5.130 -0.784 0.583 -0.134
O 4.819 -2.798 -1.090 1.109 0.878 -2.511
H -5.066 1.770 1.798 -0.042 0.647 -0.162
B 1.701 3.905 -2.471 1.102 -0.281 -1.337
F 1.573 5.251 -2.583 0.532 1.884 0.026
O -0.738 1.776 3.707 2.321 -0.097 -1.544
H 0.827 1.032 4.953 -0.607 -0.200 0.391

***

32
Properties=species:S:1:pos:R:3:forces:R:3 method="wB97M-V/def2-TZVPD" total_energy_ha=-20906.50223 gap_ev=10.44 spin_multiplicity=1 lumo_energy_ev=0.23 total_charge=0 e_above_lowest_kcal_mol=29.6 homo_ev=-10.2
H 7.034 -5.914 2.111 0.550 -0.132 0.795
H 6.737 -7.635 2.095 0.236 -0.161 -0.713
C -1.794 -1.695 2.226 0.385 0.821 0.227
H -1.317 -2.014 3.153 -0.344 0.471 0.152
H 1.403 4.146 -2.573 0.016 -0.102 -0.101
H 3.030 3.425 -2.746 -0.285 -0.525 -0.100
H -9.594 5.108 1.578 0.427 0.286 -0.123
Br -9.354 2.924 2.488 0.118 -0.848 -0.010
C 7.384 -6.857 1.691 1.082 0.832 1.588
H -2.865 -1.897 2.212 0.286 -0.045 0.042
H 7.565 -7.459 -0.367 0.438 0.166 0.082
H 0.009 -2.113 1.035 -0.208 -0.129 0.177
H -6.738 4.033 1.069 0.213 0.703 -0.031
H -8.317 5.066 2.817 0.209 0.264 -0.404
Br -7.533 6.329 0.005 0.553 -0.216 0.239
C 2.112 3.694 -3.267 0.553 0.859 -1.699
C -8.669 4.621 1.886 -0.664 0.412 0.689
C -1.056 -2.342 1.090 -0.697 0.001 -0.482
C 2.443 4.750 -4.377 -0.151 -0.701 0.246
Br 9.281 -7.308 2.410 -1.572 0.464 -0.573
Br 1.202 2.193 -4.151 0.383 0.201 0.617
Br 5.622 -6.003 -0.261 0.239 0.085 0.052
H 2.809 5.659 -3.899 0.353 -0.124 -0.238
Br -1.673 0.330 2.076 0.057 -1.235 0.121
Br 3.793 4.174 -5.815 -1.168 0.443 1.487
H -8.093 3.960 -0.041 0.098 -0.044 0.091
C -7.660 4.536 0.777 -0.950 -0.558 -0.450
H 1.520 4.986 -4.905 0.296 -0.055 -0.211
H -1.555 -2.087 0.155 0.293 -0.201 -0.060
C 7.459 -6.568 0.252 -0.952 -1.055 -1.699
H 8.117 -5.767 -0.086 -0.022 -0.198 0.468
Br -1.303 -4.277 1.363 0.229 0.320 -0.180

***

31
Properties=species:S:1:pos:R:3:forces:R:3 method="wB97M-V/def2-TZVPD" total_energy_ha=-3985.66726 gap_ev=6.86 spin_multiplicity=1 lumo_energy_ev=3.11 total_charge=-1 e_above_lowest_kcal_mol=118.2 homo_ev=-3.7
S 31.689 -7.510 -22.781 2.897 -1.753 0.902
C 26.708 -4.268 -23.537 0.700 -1.583 -0.227
C 28.945 -5.630 -22.606 -2.780 0.862 -0.350
H 33.045 -5.460 -22.114 -0.515 -0.047 0.026
C 28.910 -5.516 -24.072 -1.798 1.589 -1.096
S 27.173 -5.182 -22.042 2.476 -0.137 -0.226
H 29.183 -6.569 -22.106 -1.430 0.486 -1.946
H 31.560 -8.187 -19.267 0.255 -1.134 0.318
C 31.074 -8.442 -21.330 1.328 0.652 -0.960
O 27.314 -4.236 -20.954 -1.366 0.288 -0.220
H 32.948 -8.913 -20.334 0.186 0.202 0.653
H 30.269 -7.751 -21.080 -0.404 -0.825 0.208
H 26.150 -4.945 -24.183 -1.134 0.116 0.826
C 27.985 -4.275 -24.395 0.794 0.673 -0.609
H 31.657 -6.105 -19.976 0.009 -0.349 -0.408
H 33.858 -7.015 -21.978 0.045 -0.042 0.023
H 29.684 -4.974 -22.146 -0.713 0.519 -0.373
Br 29.368 -6.226 -20.247 -0.315 0.132 6.425
C 32.925 -6.489 -21.775 -0.834 -0.982 0.090
H 30.740 -9.422 -21.669 0.355 -0.048 0.270
H 27.633 -4.287 -25.426 0.222 -0.108 -0.224
C 32.462 -6.758 -20.311 2.402 1.510 -0.771
H 28.560 -3.350 -24.331 0.177 0.043 0.380
C 32.137 -8.200 -20.192 -2.474 -0.781 -1.313
H 29.956 -5.427 -24.362 -0.972 0.779 -0.962
H 28.496 -6.433 -24.492 -0.042 0.022 -0.311
O 32.466 -8.401 -23.681 -0.953 1.156 0.846
O 26.349 -6.376 -21.960 -0.058 0.457 0.168
O 30.641 -6.693 -23.326 3.262 -2.007 -0.562
H 26.182 -3.377 -23.193 0.294 0.102 -0.538
H 33.287 -6.559 -19.627 0.384 0.208 -0.038

***

29
Properties=species:S:1:pos:R:3:forces:R:3 method="wB97M-V/def2-TZVPD" total_energy_ha=-1089.83358 gap_ev="8.81 / 9.08" spin_multiplicity=3 lumo_energy_ev="-7.22 / -7.66" total_charge=+2 s2=2.0045 e_above_lowest_kcal_mol=0.0 homo_ev="-16.0 / -16.7"
C -2.862 3.205 2.249 0.167 0.873 -1.388
H -4.318 1.382 3.626 0.090 0.168 0.130
H -1.732 -2.854 1.259 -0.191 0.200 -0.031
H 0.912 0.579 -0.681 -0.217 0.038 0.131
C -2.883 1.086 5.246 -1.210 1.309 1.406
H -2.266 4.710 0.926 0.177 -0.168 0.217
C 1.156 2.127 1.376 -0.157 0.657 -0.130
H -2.292 1.753 5.906 -0.143 -0.410 -0.226
O -1.522 -0.794 1.098 -0.167 -0.092 -0.469
O -2.085 0.105 4.676 -0.419 -0.501 0.324
O 0.374 1.001 1.284 1.291 -0.186 -0.730
O -2.517 2.327 3.246 0.556 -0.470 0.590
H -3.878 3.079 1.869 0.222 0.054 0.100
H -3.695 0.660 5.866 0.443 0.034 -0.207
H -1.043 -1.067 -0.905 0.112 0.033 0.224
C -3.556 1.949 4.183 -0.625 -0.152 0.314
C -2.352 -1.952 1.159 -0.578 -0.954 -0.182
Ce -1.068 0.414 2.986 0.426 0.273 1.307
H -1.022 4.238 2.267 -0.178 -0.099 -0.323
C -0.559 -0.810 0.047 0.544 -0.126 -0.709
H 0.873 2.902 0.666 0.464 0.045 0.277
H -4.001 2.858 4.608 0.092 -0.303 -0.040
H 0.215 -1.559 0.270 -0.190 0.124 -0.032
H -0.723 1.291 -0.439 0.183 -0.087 0.028
C 0.017 0.580 -0.047 -0.076 0.069 -0.957
H -2.997 -1.842 2.037 0.021 -0.090 -0.143
C -1.970 4.066 1.753 -0.621 -0.227 0.601
H -2.964 -2.010 0.251 0.107 -0.018 0.286
H 1.716 2.242 2.303 -0.123 0.008 -0.370

***

30
Properties=species:S:1:pos:R:3:forces:R:3 method="wB97M-V/def2-TZVPD" total_energy_ha=-2363.65046 gap_ev="5.43 / 6.60" spin_multiplicity=3 lumo_energy_ev="3.16 / 3.15" total_charge=-1 s2=2.0259 e_above_lowest_kcal_mol=0.0 homo_ev="-2.3 / -3.4"
C 1.002 0.403 -1.576 2.728 0.398 -4.043
H -0.192 -1.092 5.699 -0.047 -0.195 -0.296
H 1.413 1.261 -2.152 0.130 -0.443 0.170
O -0.776 -0.394 2.656 0.259 0.362 2.121
H -0.299 1.783 3.808 0.184 -0.240 0.029
N -0.408 1.012 4.454 -0.189 0.095 0.088
H -0.398 -2.191 4.366 0.054 0.171 -0.019
H 0.592 -1.666 -2.200 -0.152 0.247 -0.014
C -0.638 -0.306 -3.390 0.022 -0.101 0.146
C -0.092 0.911 -0.787 -2.925 0.736 1.634
H -2.086 -1.106 -2.003 0.170 0.097 -0.146
N -0.215 -1.259 4.703 -0.002 -0.211 0.240
C -1.813 -0.130 -2.429 -0.052 -0.126 0.099
Cl 1.970 0.975 1.984 0.804 1.460 2.081
C -1.536 0.842 -1.267 -0.112 0.333 -0.199
H 2.835 -0.911 -1.109 -0.097 0.240 -0.179
H 0.142 1.066 5.302 0.006 0.142 -0.355
Cl 0.543 -2.320 0.429 -0.494 -2.239 -0.194
H -1.848 1.857 -1.567 -0.030 -0.105 -0.154
H 3.035 0.867 -0.730 0.004 -0.307 0.087
H 0.110 1.834 -0.195 0.029 -0.044 -0.889
H 1.474 -0.695 -3.376 0.038 -0.037 0.151
H -0.502 0.616 -3.978 0.094 -0.054 0.186
V 0.924 -0.166 0.421 -1.006 -0.697 3.585
C 0.656 -0.666 -2.648 -0.218 0.346 0.010
C 2.369 -0.005 -0.701 0.952 0.264 -2.312
H -2.681 0.220 -3.007 0.023 -0.092 0.210
H -2.214 0.572 -0.443 0.193 0.090 -0.057
C -0.479 -0.223 3.852 -0.409 -0.132 -2.017
H -0.887 -1.089 -4.118 0.044 0.041 0.034

***

Repeat the first record exactly.
37
Properties=species:S:1:pos:R:3:forces:R:3 method="wB97M-V/def2-TZVPD" total_energy_ha=-1321.40827 gap_ev="9.97 / 3.79" spin_multiplicity=2 lumo_energy_ev="-0.63 / -6.81" total_charge=0 s2=0.7544 homo_ev="-10.6 / -10.6"
F 3.108 0.213 -2.617 0.004 0.216 0.498
F -2.549 -0.382 -2.507 -0.515 -1.171 0.723
H 0.027 3.529 2.721 0.316 0.787 0.047
C 0.353 2.783 0.770 -2.981 0.638 2.314
H -0.251 1.171 3.162 0.702 -0.031 -0.102
C 1.560 -3.359 -1.048 -0.244 0.709 1.878
H -2.134 2.724 3.100 0.020 0.066 -0.088
F 2.264 0.394 -0.494 0.909 0.045 2.292
C -0.583 -2.734 -0.118 -0.612 2.002 2.957
O 0.470 -1.851 0.447 0.308 0.619 -0.387
H -2.344 2.411 1.354 -0.279 -0.100 0.048
C -1.620 2.521 2.160 -1.321 -0.737 -0.047
O 0.042 1.399 1.098 1.294 -1.001 0.122
H -0.909 -3.360 0.713 -0.278 0.056 0.126
F 0.899 0.378 -2.173 -1.145 -0.013 -0.108
C 1.728 -2.529 0.323 -0.532 -2.035 -1.197
H -1.348 -2.016 -0.413 -0.166 -0.452 -0.015
F 2.251 2.221 -1.896 -0.165 0.016 0.532
F -1.867 1.634 -2.161 0.196 2.574 -0.568
F -3.536 0.881 -0.783 0.438 -0.445 0.214
H -0.245 -3.106 -2.143 -0.218 0.212 0.011
H 1.809 -3.216 1.165 -0.060 -0.318 0.083
B -2.368 0.554 -1.501 -1.733 0.956 -2.630
H 2.631 -1.921 0.377 -0.560 0.626 -0.351
C 0.001 -3.508 -1.160 2.250 -1.079 -3.719
H 1.355 3.185 0.920 0.730 -1.190 -0.331
H 2.014 -4.346 -0.961 0.290 0.233 -0.150
B 2.155 0.834 -1.806 1.064 0.089 -2.823
H -1.603 0.436 2.246 1.076 -0.967 -0.981
H 1.969 -2.772 -1.870 0.014 -0.232 0.025
F -1.338 0.233 -0.670 1.840 -1.587 3.086
H -0.856 4.465 1.458 -0.139 -0.091 0.239
C -0.837 1.211 2.244 -1.613 1.890 -0.414
C -0.573 3.474 1.813 1.932 1.417 -0.399
Li 0.547 0.080 -0.214 -0.664 -1.293 -0.950
H 0.052 2.926 -0.267 0.008 -0.430 -0.632
H -0.274 -4.557 -1.270 -0.169 0.023 0.697